Here is a structure of composition C34H38Cl4N5O9RbS3 from OMol25. Energies are from wB97M-V/def2-TZVPD.

Structure (XYZ):
```
94
Properties=species:S:1:pos:R:3
Rb -1.1996 0.0047 -0.9280
Cl 0.6906 -1.2300 1.5611
C 2.3453 -0.7875 1.9914
Cl 2.4512 0.8844 2.5809
H 2.9658 -0.8740 1.1043
H 2.6709 -1.4368 2.7956
Cl -2.4105 -2.8871 0.7106
C -4.0486 -2.2799 0.9871
Cl -5.2065 -3.6298 1.1271
H -4.3299 -1.6451 0.1553
H -4.0655 -1.7372 1.9233
S 2.6613 5.8826 -3.3937
C 1.8266 4.4219 -2.8138
C 1.7762 3.2860 -3.6106
C 1.1063 2.1660 -3.1323
N 0.5376 2.1228 -1.9314
C 0.5527 3.2282 -1.1942
C 1.1782 4.4009 -1.5862
C 3.7886 6.1422 -2.0485
C 4.7486 5.2005 -1.6944
C 5.6037 5.4833 -0.6445
N 5.5839 6.6217 0.0467
C 4.6696 7.5172 -0.3022
C 3.7519 7.3286 -1.3265
H 2.2495 3.2695 -4.5833
H 1.0116 1.2620 -3.7254
H 0.0186 3.1719 -0.2514
H 1.1569 5.2731 -0.9471
H 4.8255 4.2570 -2.2171
H 6.3484 4.7523 -0.3492
H 4.6503 8.4389 0.2700
H 3.0165 8.0879 -1.5545
C 3.9045 1.3292 -0.8714
C 3.4868 0.1182 -1.6750
O 3.5897 -1.0364 -0.8723
C 3.1032 -2.1856 -1.5660
C 3.0401 -3.3452 -0.6044
H 3.8070 2.2327 -1.4754
H 4.9376 1.2505 -0.5274
H 3.2658 1.4557 0.0045
H 4.1134 0.0032 -2.5732
H 2.4524 0.2422 -2.0112
H 3.7837 -2.3998 -2.4032
H 2.1177 -1.9571 -1.9825
H 4.0063 -3.5101 -0.1225
H 2.7619 -4.2593 -1.1294
H 2.2872 -3.1730 0.1652
C -4.9702 2.1520 -1.0805
C -3.6823 1.5677 -0.4926
O -3.7337 0.3783 -0.0835
O -2.6600 2.2852 -0.5081
H -5.8504 1.8093 -0.5371
H -5.0674 1.7927 -2.1092
H -4.9420 3.2398 -1.1022
C -6.5866 -2.7805 -2.2989
C -5.1535 -2.5451 -2.6815
C -4.1875 -3.5301 -2.4921
C -2.8569 -3.2928 -2.8011
C -2.4717 -2.0607 -3.3047
C -3.4211 -1.0700 -3.5131
C -4.7501 -1.3226 -3.2068
S -0.7387 -1.7570 -3.6264
O -0.6843 -0.3296 -3.9477
O -0.3175 -2.6553 -4.6808
O -0.1126 -2.0131 -2.3255
H -6.7275 -3.7848 -1.9019
H -7.2511 -2.6530 -3.1563
H -6.9060 -2.0756 -1.5288
H -4.4688 -4.4856 -2.0646
H -2.1191 -4.0616 -2.6106
H -3.0965 -0.1104 -3.8939
H -5.4842 -0.5376 -3.3513
O -7.8047 4.8991 7.3752
S -6.7276 3.9221 7.4051
O -7.0288 2.6448 6.7861
O -6.0405 3.8267 8.6845
C -5.4551 4.6665 6.3159
N -5.3124 5.9861 6.3882
C -4.3635 6.5163 5.6360
C -3.5413 5.7647 4.8144
C -3.7712 4.3901 4.8057
N -4.7310 3.8540 5.5554
C -2.9485 3.4525 3.9936
C -3.2338 2.0911 3.9680
C -2.4069 1.2462 3.2380
N -1.3290 1.6452 2.5693
C -1.0845 2.9494 2.5806
C -1.8492 3.8822 3.2549
H -4.2454 7.5958 5.6901
H -2.7735 6.2372 4.2225
H -4.0821 1.7048 4.5151
H -2.6223 0.1836 3.2069
H -0.2054 3.2765 2.0328
H -1.5606 4.9219 3.2058
```

Values from the calculation:
E_HOMO ... -0.1423 Eh
Total charge ... -2
DFT total energy ... -145008.9904 eV

Here is a cluster of 10 separate species, C10H26Cl8N6O12 in total at a distorted geometry from OMol25. Energies are from wB97M-V/def2-TZVPD.

Structure (XYZ):
```
62
Properties=species:S:1:pos:R:3
C -23.7113 15.9381 16.5918
N -23.4341 16.5830 17.9249
O -22.6816 17.5299 17.9059
O -24.0246 16.1939 18.8897
H -22.8208 16.1680 16.0207
H -24.5951 16.4486 16.2364
H -23.7749 14.8647 16.7235
C -19.0369 17.5841 18.5230
N -19.6936 16.2398 18.5897
O -20.1248 15.8973 19.6681
O -19.8312 15.6126 17.5663
H -19.8759 18.2719 18.5837
H -18.5340 17.6325 17.5637
H -18.3666 17.6265 19.3704
C -19.8428 19.0000 9.8089
N -19.4723 17.6791 9.2496
O -18.3535 17.5535 8.7759
O -20.2921 16.7630 9.3737
H -19.4598 19.7794 9.1556
H -19.3899 19.0984 10.7842
H -20.9196 19.1188 9.7818
C -17.9463 14.0370 12.0648
N -17.4451 15.4046 12.3237
O -16.4224 15.5239 12.9664
O -18.1198 16.3170 11.9239
H -17.2324 13.4267 11.5161
H -18.8331 14.1278 11.4480
H -18.1557 13.5542 13.0140
C -18.3888 22.2420 12.9225
N -17.8121 22.0692 11.5752
O -18.4809 21.4969 10.7382
O -16.7043 22.5302 11.3905
H -19.0046 21.3821 13.1913
H -19.1043 23.0635 12.8859
H -17.6434 22.3896 13.6904
C -15.9153 14.7592 16.0951
N -17.2498 15.3799 15.8249
O -18.1672 14.6364 15.5824
O -17.3354 16.5995 15.8883
H -15.8019 14.7046 17.1732
H -15.1737 15.4336 15.6873
H -15.9457 13.7907 15.6165
C -24.0376 18.2654 13.1654
Cl -24.5346 18.9542 14.7176
Cl -23.8074 16.5204 13.2523
H -24.7458 18.4915 12.3777
H -23.0978 18.7453 12.9336
C -21.0795 13.1880 15.3455
Cl -22.0986 12.5966 16.6546
Cl -20.1994 11.8266 14.5934
H -21.7247 13.5905 14.5741
H -20.3613 13.9113 15.7073
C -19.5816 17.9014 14.4507
Cl -20.3717 19.1198 13.4303
Cl -20.5639 16.4884 14.7802
H -18.6208 17.6642 14.0132
H -19.4308 18.3711 15.4168
C -15.2857 18.6536 14.3285
Cl -16.3511 18.9861 12.9532
Cl -15.8724 19.4441 15.8043
H -15.2956 17.5808 14.4662
H -14.2839 18.9892 14.0949
```

Values from the calculation:
E_HOMO ... -0.3958 Eh
Structure (SMILES) ... C[N+](=O)[O-].C[N+](=O)[O-].C[N+](=O)[O-].C[N+](=O)[O-].C[N+](=O)[O-].C[N+](=O)[O-].ClCCl.ClCCl.ClCCl.ClCCl
DFT total energy ... -144465.1886 eV

Here is an isolated molecule of C6H16N2O at a distorted geometry from OMol25. Energies are from wB97M-V/def2-TZVPD.

Structure (XYZ):
```
25
Properties=species:S:1:pos:R:3
C -0.2049 -0.2360 -0.2547
C 0.7817 0.1921 0.7663
C 0.3189 -0.6218 2.2741
C 0.4761 0.4815 -1.7473
C -0.2326 -1.7349 -0.4997
C -1.6099 0.3197 -0.0844
N 0.8883 1.5743 1.1234
N -0.3240 0.0889 -2.8818
O 1.2193 -0.1781 3.2509
H 1.3470 0.7691 3.0919
H 1.7791 -0.1970 0.5506
H 1.4980 2.0932 0.5065
H -0.0106 2.0321 1.2083
H -1.1790 0.6274 -2.9427
H 0.1847 0.1552 -3.7552
H -0.7121 -0.3543 2.5426
H 0.4280 -1.7010 2.1837
H 1.4872 0.0900 -1.8656
H 0.5245 1.5703 -1.6027
H -0.8819 -2.2406 0.2125
H -2.2160 0.0272 -0.9406
H -0.6180 -1.9138 -1.5029
H 0.7654 -2.1621 -0.4265
H -2.0839 -0.0884 0.8069
H -1.6252 1.4071 -0.0137
```

Values from the calculation:
E_HOMO ... -0.3094 Eh
Structure (SMILES) ... CC(C)(CN)[C@@H](N)CO
DFT total energy ... -11508.2021 eV

Energy above the lowest of the compared OMol25 structures with the same formula, charge and spin list, top to bottom, in eV: 0.905, 0.000, 1.853
HOMO-LUMO gap list, top to bottom, in eV: 6.799, 10.403, 9.148